This record from the OMol25 dataset describes a molecular structure, C23H32ClHfN in a non-equilibrium geometry. The level of theory is wB97M-V/def2-TZVPD.

Each line ends with the Löwdin charge.
Atoms and positions in Å:
C -0.50444 0.21226 -5.03725  -0.487
C 0.83961 0.70479 -5.58155  -0.076
C -0.80379 -1.23702 -5.44723  -0.073
C -1.68204 1.10579 -5.42511  -0.077
Cl -0.34323 0.23491 -2.75501  0.465
H -0.85185 -1.31363 -6.55273  0.125
H -1.78342 -1.55809 -5.04193  0.091
H -0.02070 -1.92875 -5.09046  0.094
H 0.83285 0.78426 -6.67696  0.115
H 1.64382 -0.00398 -5.32074  0.093
H 1.09384 1.70850 -5.18808  0.098
H -1.75872 1.20710 -6.51880  0.118
H -1.58403 2.12394 -5.00647  0.098
H -2.62553 0.64910 -5.07858  0.092
C 1.03903 -1.85583 1.18140  -0.135
C -0.07339 -2.37175 0.40744  -0.205
C 0.27183 -2.11820 -0.99804  -0.254
H -0.84843 -3.06350 0.82386  0.131
C 1.51415 -1.30696 -1.01741  -0.223
C 2.03030 -1.29622 0.29773  -0.107
H 3.05771 -0.93508 0.52402  0.119
H 1.14025 -1.98361 2.28876  0.128
H -0.17031 -2.55521 -1.87760  0.104
H 2.09442 -1.02682 -1.93799  0.118
C -3.11238 0.91312 0.23253  -0.129
C -3.15958 -0.30928 0.93683  -0.119
C -2.79414 -1.38479 0.04417  -0.168
H -3.47822 -0.42566 1.99345  0.136
C -2.64231 -0.80658 -1.27410  -0.252
C -2.78276 0.65565 -1.12580  -0.247
H -2.83661 1.37850 -1.95032  0.104
H -3.40487 1.91730 0.62865  0.139
H -2.93350 -2.45468 0.25347  0.132
H -2.59873 -1.33510 -2.22072  0.100
Hf -0.61515 -0.11309 -0.18011  1.473
C 2.64993 0.08865 3.59668  0.020
N 2.45334 1.51383 3.21619  -0.187
C 3.74782 2.15715 2.85973  0.015
C 1.30783 1.82943 2.21679  -0.067
C 0.15944 1.00515 2.71471  -0.288
C -0.14505 1.23102 4.09998  -0.069
C -0.80657 0.28354 4.89706  -0.061
C -1.20755 -0.92444 4.27630  -0.041
C -1.10547 -1.03567 2.85562  -0.144
C -0.44962 -0.05765 2.01816  -0.260
H 2.96791 -0.48963 2.71582  0.090
H 1.73988 -0.32532 4.06144  0.100
H 3.47654 0.09454 4.35301  0.131
H 2.13678 1.97859 4.07569  0.155
H 4.13546 1.71450 1.93484  0.113
H 3.58223 3.23511 2.73096  0.117
H 4.43238 1.96701 3.69248  0.113
H 1.15163 2.91471 2.33504  0.144
H 1.62946 1.65850 1.17260  0.125
H 0.25246 2.14518 4.58779  0.125
H -0.98752 0.45998 5.96192  0.119
H -1.63448 -1.76438 4.92185  0.140
H -1.63652 -1.89121 2.39603  0.091

Cartesian forces, eV/Å:
C -0.3 -0.1 -3.6
C 0.5 0.1 1.8
C 0.1 -0.2 1.6
C -0.2 0.3 1.7
Cl 0.6 0.9 -2.5
H 0.1 0.4 0.5
H 0.5 0.1 -0.3
H -0.3 0.3 -0.2
H -0.5 -0.2 0.2
H -0.3 0.3 -0.1
H -0.1 -0.5 -0.2
H 0.4 -0.3 0.3
H -0.1 -0.5 -0.2
H 0.4 0.3 -0.1
C 0.5 -0.7 -0.5
C 1.9 -0.7 -0.9
C 1.4 0.5 1.1
H 0.9 0.9 -0.7
C -0.7 -2.1 -0.6
C -0.8 0.4 0.4
H -1.1 -0.1 0.1
H -0.1 0.2 -1.5
H -0.2 0.2 0.0
H -1.0 -0.2 1.2
C -0.1 0.5 -0.1
C 0.3 -0.5 -0.1
C -1.2 1.2 -0.6
H 0.6 0.2 -1.0
C -0.6 1.3 1.1
C -0.5 -1.6 -0.1
H 0.3 -0.4 0.5
H 0.5 -1.1 -0.3
H 0.4 0.7 -0.1
H 0.2 0.1 0.4
Hf -1.0 -1.8 0.2
C 0.8 -0.6 0.5
N -0.1 0.6 -0.3
C 0.1 0.2 -0.1
C 0.0 0.3 0.3
C -1.2 -0.3 1.4
C 0.1 -0.3 0.2
C 0.4 0.1 -0.9
C -0.2 -0.4 -0.6
C -0.5 0.7 1.4
C -0.3 1.1 2.5
H -0.2 0.3 0.4
H 0.5 0.2 -0.4
H -0.7 -0.2 -0.7
H 0.0 -0.2 -0.2
H -0.1 0.1 0.3
H 0.1 -0.4 0.0
H 0.0 0.2 -0.3
H 0.1 -0.3 -0.1
H 0.1 -0.3 0.6
H -0.5 -0.5 -0.2
H 0.1 0.0 -0.5
H 0.5 1.3 -1.2
H 0.7 0.5 0.4

Output
Total charge: +2
Strongest force on any atom, eV/A: 3.655
Frontier orbital gap, eV: 6.717
E_HOMO, hartree: -0.4941
LUMO level, eV: -6.73
Calculated total energy, hartree: -1457.905940

=====

This record from the OMol25 dataset describes a molecular structure, C23H32ClIrO2PS3 in a non-equilibrium geometry. The level of theory is wB97M-V/def2-TZVPD.

Each line ends with the Löwdin charge.
Atoms and positions in Å:
Ir -0.17327 0.42414 0.19925  0.694
C 3.33247 1.45746 0.65968  -0.452
C 3.18552 0.92090 -0.75335  -0.454
S 1.56095 1.02107 -1.53066  0.866
C 1.25486 2.76587 -1.83618  -0.471
C 1.04388 3.61877 -0.59905  -0.444
S -0.27132 2.95861 0.45917  0.911
C 0.30629 3.33841 2.11358  -0.466
C 1.63136 2.67142 2.46891  -0.439
S 1.94092 1.00843 1.75460  0.901
H 3.45186 2.53697 0.65909  0.062
H 4.24235 1.03457 1.08576  0.091
H 3.38681 -0.14415 -0.75059  0.029
H 3.88973 1.38012 -1.44909  0.104
H 0.35566 2.76559 -2.45499  0.085
H 2.06724 3.16816 -2.44295  0.099
H 0.72374 4.61019 -0.92099  0.096
H 1.95011 3.73833 -0.01186  0.068
H -0.48104 2.95416 2.74765  0.063
H 0.35686 4.42109 2.23974  0.102
H 1.68962 2.56990 3.55092  0.093
H 2.47167 3.28508 2.15306  0.070
C -2.66472 -1.76047 1.85500  -0.058
O -2.15034 -0.59099 2.46697  -0.059
C -1.15353 0.16281 1.99463  -0.576
O -0.70858 0.93824 2.82199  -0.086
H -3.53461 -2.03556 2.44515  0.110
H -1.93565 -2.56020 1.92362  0.056
H -2.96272 -1.57801 0.82533  0.059
Cl -7.41399 -0.22833 0.71000  0.685
C -5.78595 0.04566 0.18160  -0.667
C -5.17205 -0.87760 -0.64891  -0.101
C -3.86977 -0.64955 -1.06572  -0.075
C -3.16778 0.48795 -0.67118  -0.305
C -1.77021 0.76108 -1.14002  -0.288
C -3.82198 1.40851 0.14702  -0.039
C -5.11822 1.19241 0.58340  -0.083
H -5.71049 -1.76096 -0.96400  0.111
H -3.40740 -1.37448 -1.72535  0.100
H -1.68133 1.83080 -1.32676  0.019
H -1.59739 0.21193 -2.06124  0.035
H -3.30653 2.30986 0.46006  0.106
H -5.61558 1.90943 1.22188  0.112
C -0.40785 -3.21775 0.25126  -0.219
P 0.15072 -1.68296 -0.54722  0.752
C -0.44574 -1.99570 -2.23242  -0.233
C 1.92822 -2.05969 -0.61389  -0.410
C 2.63380 -2.23453 -1.80014  -0.104
C 3.98832 -2.54516 -1.76508  -0.063
C 4.64247 -2.68056 -0.54969  -0.061
C 3.94404 -2.50740 0.64074  -0.059
C 2.59514 -2.19203 0.60711  -0.124
H -0.02803 -3.29377 1.26848  0.059
H -0.02178 -4.05601 -0.32984  0.070
H -1.49241 -3.26523 0.26457  0.036
H -0.08086 -2.96816 -2.56423  0.065
H -0.11677 -1.23015 -2.93452  0.047
H -1.53253 -2.01424 -2.22445  0.032
H 2.14029 -2.12751 -2.75764  0.104
H 4.53028 -2.68428 -2.69139  0.115
H 5.69508 -2.93043 -0.52773  0.113
H 4.44952 -2.61713 1.59127  0.116
H 2.06062 -2.04496 1.53961  0.101

Cartesian forces, eV/Å:
Ir 1.5 1.2 0.0
C 0.0 -0.1 -0.2
C 0.0 0.1 0.0
S -0.7 -0.3 -0.3
C 0.1 0.1 0.1
C 0.0 0.1 -0.1
S -0.6 -0.4 0.2
C 0.2 0.0 -0.1
C -0.1 0.0 0.1
S -0.1 0.0 0.1
H 0.0 0.0 0.0
H 0.0 0.0 0.0
H 0.1 0.0 -0.1
H 0.1 0.1 0.1
H 0.0 0.0 0.0
H 0.0 0.0 0.0
H 0.0 0.0 0.1
H 0.0 -0.1 0.0
H -0.1 0.1 0.0
H 0.1 0.0 -0.1
H 0.0 -0.1 0.0
H 0.0 0.0 0.1
C 0.0 0.1 0.0
O -0.1 -0.1 0.0
C -0.3 0.2 -0.1
O 0.2 0.0 0.3
H -0.1 0.0 -0.1
H -0.1 0.1 0.2
H 0.1 -0.1 0.1
Cl 0.0 0.0 0.0
C 0.0 0.0 0.0
C 0.0 0.0 0.0
C -0.1 0.1 -0.1
C 0.1 0.2 -0.1
C -0.2 -0.6 0.4
C 0.0 -0.1 0.1
C 0.0 0.0 0.0
H 0.0 0.0 0.0
H 0.0 0.0 0.0
H -0.1 0.0 -0.3
H 0.1 0.2 -0.2
H 0.0 0.0 0.0
H 0.0 0.0 0.0
C -0.1 -0.1 0.0
P -0.2 -0.4 0.1
C 0.2 0.0 -0.1
C 0.0 0.0 0.1
C 0.0 -0.1 0.0
C 0.0 0.0 0.0
C 0.0 0.0 0.0
C 0.0 0.1 0.0
C 0.0 0.0 0.0
H 0.0 0.0 0.0
H 0.1 0.0 0.0
H 0.1 -0.1 -0.1
H 0.0 0.0 0.0
H 0.0 0.0 0.0
H 0.0 0.0 0.0
H 0.0 0.0 0.0
H 0.0 0.0 0.0
H 0.0 0.0 0.0
H 0.0 0.0 0.0
H 0.0 0.0 0.0

Output
Total charge: +1
Strongest force on any atom, eV/A: 1.940
Frontier orbital gap, eV: 8.152
E_HOMO, hartree: -0.3915
LUMO level, eV: -2.50
Calculated total energy, hartree: -3146.383862

=====

This record from the OMol25 dataset describes a molecular structure, C23H32ClNZr in a non-equilibrium geometry. The level of theory is wB97M-V/def2-TZVPD.

Each line ends with the Löwdin charge.
Atoms and positions in Å:
C 0.23502 0.85433 -5.54198  -0.285
C 1.60733 1.36293 -5.57286  -0.028
C -0.00521 -0.54133 -5.93292  -0.014
C -0.88296 1.79829 -5.60461  -0.026
Cl 0.19723 0.66315 -2.46681  0.112
H -0.00718 -0.62792 -7.03698  0.149
H -0.98116 -0.90292 -5.58056  0.111
H 0.78007 -1.21177 -5.55835  0.111
H 1.89741 1.60057 -6.60927  0.147
H 2.32271 0.62036 -5.20234  0.109
H 1.71352 2.28080 -4.98842  0.106
H -1.04902 2.11614 -6.64779  0.148
H -0.68684 2.70079 -5.01847  0.107
H -1.81762 1.34318 -5.25558  0.110
C 1.62755 -0.99012 1.72996  -0.133
C 0.79552 -1.93778 1.05576  -0.184
C 1.09197 -1.88531 -0.34550  -0.206
H 0.14964 -2.66858 1.54489  0.125
C 2.12387 -0.88454 -0.53433  -0.227
C 2.44131 -0.34039 0.74712  -0.142
H 3.18942 0.42175 0.94963  0.125
H 1.71000 -0.86857 2.81049  0.095
H 0.68355 -2.53457 -1.11722  0.126
H 2.60861 -0.64425 -1.48053  0.103
C -2.09375 0.87454 1.07865  -0.174
C -1.78545 -0.46412 1.53396  -0.171
C -1.85672 -1.32767 0.38972  -0.181
H -1.65851 -0.79099 2.56535  0.104
C -2.14751 -0.54474 -0.76379  -0.202
C -2.29913 0.83371 -0.33154  -0.194
H -2.57529 1.67003 -0.96530  0.119
H -2.20226 1.75083 1.70466  0.108
H -1.81592 -2.40881 0.40802  0.125
H -2.30343 -0.92331 -1.76836  0.111
Zr 0.02850 0.22478 0.01151  1.324
C 1.54078 0.74777 5.12110  0.013
N 0.20272 0.47922 4.51254  -0.185
C -0.69601 -0.18149 5.52433  0.022
C -0.45323 1.72720 3.93407  -0.085
C 0.40667 2.39934 2.89915  -0.261
C 1.12557 3.52490 3.34592  -0.043
C 1.97446 4.22922 2.50100  -0.056
C 2.08578 3.83483 1.16653  -0.052
C 1.35496 2.71957 0.70878  -0.158
C 0.54122 1.99402 1.57278  -0.172
H 1.43024 1.52992 5.88083  0.122
H 2.24418 1.06093 4.34941  0.105
H 1.88753 -0.17393 5.58952  0.111
H 0.32253 -0.17610 3.71711  0.122
H -0.83170 0.51069 6.35714  0.117
H -1.65615 -0.41084 5.05576  0.104
H -0.20690 -1.10051 5.86138  0.113
H -1.43039 1.41789 3.55585  0.107
H -0.61098 2.40376 4.78683  0.143
H 1.00905 3.84413 4.38208  0.119
H 2.53590 5.08054 2.88062  0.118
H 2.73650 4.37209 0.46833  0.117
H 1.46282 2.44247 -0.35799  0.073

Cartesian forces, eV/Å:
C 0.0 0.2 -2.5
C 0.5 0.0 1.3
C -0.1 -0.7 1.1
C -0.5 0.2 1.3
Cl 0.1 0.3 -0.3
H 0.1 0.4 0.2
H 0.2 0.2 -0.2
H -0.1 0.2 -0.2
H -0.3 -0.1 0.0
H -0.1 0.1 -0.2
H 0.0 0.0 -0.2
H 0.3 -0.2 0.0
H 0.0 -0.1 -0.2
H 0.2 0.1 -0.2
C -0.3 -0.2 -1.2
C 1.1 0.0 -0.1
C 0.8 0.4 0.5
H 0.2 0.4 -0.2
C 0.2 -0.7 0.9
C -0.3 -0.6 -0.5
H -0.3 -0.2 -0.1
H 0.1 0.0 -0.5
H 0.1 0.2 0.3
H -0.2 0.0 0.4
C -0.5 -0.9 -0.4
C -0.6 0.7 -1.2
C -0.9 0.8 -0.3
H 0.1 0.1 -0.4
C -0.5 0.5 1.2
C -0.1 -0.9 0.5
H 0.2 -0.2 0.2
H 0.1 -0.1 -0.3
H 0.2 0.2 -0.1
H 0.2 0.1 0.3
Zr 0.6 0.5 1.9
C 0.1 0.0 0.0
N -0.4 -0.3 -0.1
C 0.2 0.0 -0.3
C 0.1 0.1 0.1
C 0.6 0.9 0.2
C -0.1 -0.2 -0.1
C 0.0 -0.1 -0.2
C -0.1 -0.2 -0.4
C 0.4 0.9 0.6
C -0.4 -1.6 -1.2
H 0.0 -0.2 -0.2
H -0.2 0.1 0.1
H 0.0 0.1 0.0
H 0.0 0.5 0.4
H 0.0 -0.1 -0.1
H 0.2 0.1 0.1
H -0.2 0.2 0.0
H 0.2 -0.1 0.1
H 0.0 -0.3 -0.2
H 0.1 0.0 -0.2
H -0.1 -0.2 -0.1
H -0.2 -0.1 0.4
H 0.0 0.1 0.4

Output
Total charge: +2
Strongest force on any atom, eV/A: 2.506
Frontier orbital gap, eV: 6.315
E_HOMO, hartree: -0.5029
LUMO level, eV: -7.37
Calculated total energy, hartree: -1457.085518

=====

Question: What is the E_HOMO in the first record?
Answer: -0.4941 hartree

=====

Question: Look up the calculated total energy of the third one.
Answer: -1457.085518 hartree

=====

Question: Which value of LUMO level does entry 1 give?
Answer: -6.73 eV